Density functional theory data (wB97M-V/def2-TZVPD) for the molecule C15H24O2 in a non-equilibrium geometry.

XYZ file:
```
41
C15H24O2, DFT wB97M-V/def2-TZVPD
C 1.4673 3.2748 1.6945
C 1.1392 2.5281 0.6068
C 0.9563 2.9452 -0.8372
O 0.0140 4.0104 -0.9061
C 0.4710 1.7108 -1.5715
C 0.8217 0.5636 -0.6289
C -0.1051 -0.6846 -0.4522
C 0.8377 -1.7706 0.0902
C 1.5887 -1.4275 1.4030
C 1.8670 0.0995 1.5995
C 3.3653 0.3720 1.2320
O 4.1489 -0.3066 2.2108
C 0.8701 1.0595 0.8234
C -0.5440 0.8576 1.3235
C -1.2254 -0.2288 0.5006
C -1.7679 -1.3519 1.3879
C -2.4933 0.3765 -0.1636
H 1.6833 4.3460 1.6250
H 1.4509 2.8272 2.6908
H 1.9172 3.2299 -1.2024
H 0.0631 4.5679 -0.1190
H 1.0000 1.5336 -2.5355
H -0.6180 1.7251 -1.7762
H 1.8085 0.2533 -0.9486
H -0.4668 -1.0141 -1.4123
H 0.2570 -2.6822 0.2559
H 1.5918 -1.9988 -0.6677
H 2.5083 -2.0393 1.4759
H 1.0210 -1.7431 2.2598
H 1.6678 0.3197 2.6743
H 3.6019 1.4339 1.2207
H 3.6334 -0.0027 0.2202
H 5.0981 -0.1098 2.1184
H -0.5646 0.5679 2.4027
H -1.1132 1.8008 1.2417
H -2.6518 -1.0234 1.9183
H -2.0571 -2.2312 0.7884
H -1.0651 -1.6618 2.1847
H -3.2295 0.6600 0.5839
H -2.9290 -0.3540 -0.8803
H -2.3225 1.2631 -0.7352
```

**Energy above the lowest of the compared OMol25 structures with the same formula, charge and spin**: 1.507 eV
**Lowest unoccupied orbital energy**: 0.714 eV
**Structure (SMILES)**: C=C1[C@H](O)C[C@@H]2[C@H]3CC[C@@H](CO)[C@@]12CC3(C)C
**Highest occupied orbital energy**: -9.25 eV
**Orbital gap**: 9.96 eV
**E_tot**: -736.394293 Ha

=====

Density functional theory data (wB97M-V/def2-TZVPD) for the molecule C4H9ClO2S in a non-equilibrium geometry.

XYZ file:
```
17
C4H9ClO2S, DFT wB97M-V/def2-TZVPD
C 1.4139 1.3262 0.1750
C 1.5021 -0.1491 -0.3695
C 0.3742 -1.0872 0.2028
C -1.0355 -0.7848 -0.5737
S -1.9362 0.2335 0.5055
O -2.1320 -0.5265 1.7336
O -1.4720 1.5279 0.4243
Cl -3.8323 0.2494 -0.4638
H 0.7470 2.0384 -0.4247
H 1.4830 1.2453 1.3398
H 2.4029 1.6974 -0.2080
H 1.3864 -0.3020 -1.5066
H 2.4115 -0.6667 -0.0307
H 0.7104 -2.1612 0.2683
H 0.2734 -0.9314 1.2280
H -0.8214 -0.0466 -1.3995
H -1.4754 -1.6626 -0.9009
```

**Energy above the lowest of the compared OMol25 structures with the same formula, charge and spin**: 0.887 eV
**Lowest unoccupied orbital energy**: 0.359 eV
**Structure (SMILES)**: CCCCS(=O)(=O)Cl
**Highest occupied orbital energy**: -11.25 eV
**Orbital gap**: 11.61 eV
**E_tot**: -1166.601414 Ha

=====

Density functional theory data (wB97M-V/def2-TZVPD) for the molecule C4H5F in a non-equilibrium geometry.

XYZ file:
```
10
C4H5F, DFT wB97M-V/def2-TZVPD
C -0.0179 2.1188 -0.0452
C -0.2889 0.8674 -0.2915
C 0.1374 -0.3569 -0.5836
C -0.7450 -1.5313 0.0631
F -2.2715 -0.9905 0.3355
H -0.7530 2.8812 -0.5316
H 0.7620 2.2995 0.7357
H 0.4840 -0.2253 -1.5763
H -0.9046 -2.4337 -0.5704
H -0.2882 -1.7436 1.0928
```

**Energy above the lowest of the compared OMol25 structures with the same formula, charge and spin**: 2.738 eV
**Lowest unoccupied orbital energy**: 0.601 eV
**Structure (SMILES)**: C=C=CCF
**Highest occupied orbital energy**: -9.91 eV
**Orbital gap**: 10.51 eV
**E_tot**: -255.131372 Ha

=====

Density functional theory data (wB97M-V/def2-TZVPD) for the molecule C2HCl2O2P in a non-equilibrium geometry.

XYZ file:
```
8
C2HCl2O2P, DFT wB97M-V/def2-TZVPD
Cl -1.7847 2.1763 0.0586
C -1.7060 0.4952 -0.0216
P -2.9785 -0.7891 0.1569
O -1.9307 -1.9687 -0.0153
O -0.5820 -1.5345 -0.0522
C -0.4619 -0.1863 -0.3054
Cl -0.1197 0.0117 -2.2262
H 0.3190 0.1699 0.1514
```

**Energy above the lowest of the compared OMol25 structures with the same formula, charge and spin**: 3.870 eV
**Lowest unoccupied orbital energy**: -0.998 eV
**Structure (SMILES)**: ClC1=POO[C@H]1Cl
**Highest occupied orbital energy**: -8.98 eV
**Orbital gap**: 7.98 eV
**E_tot**: -1488.887921 Ha

=====

Density functional theory data (wB97M-V/def2-TZVPD) for the molecule C4H6N2 in a non-equilibrium geometry.

XYZ file:
```
12
C4H6N2, DFT wB97M-V/def2-TZVPD
C 1.7630 -0.6694 -0.2940
C 0.5262 0.0118 -0.7132
C -0.6722 -0.5232 -0.0083
N -1.6125 0.5289 0.3915
C -1.2109 1.8060 0.5782
N -1.0761 2.9475 0.7494
H 2.3461 -0.9514 -1.1768
H 1.6867 -1.4991 0.4278
H 2.3636 0.1369 0.1664
H -1.1961 -1.1311 -0.7690
H -0.4787 -1.2132 0.8316
H -2.4390 0.5563 -0.1835
```

**Energy above the lowest of the compared OMol25 structures with the same formula, charge and spin**: 4.677 eV
**Lowest unoccupied orbital energy**: -0.590 eV
**Highest occupied orbital energy**: -8.97 eV
**Orbital gap**: 8.38 eV
**E_tot**: -265.363698 Ha

=====

Density functional theory data (wB97M-V/def2-TZVPD) for the molecule C24H33N3O3S2.

XYZ file:
```
65
C24H33N3O3S2, DFT wB97M-V/def2-TZVPD
C 1.2067 -2.6080 8.3400
C 0.6434 -1.7448 7.2508
C -0.2261 -0.7108 7.5721
C -0.7414 0.1072 6.5858
C -0.4176 -0.1205 5.2622
C 0.4382 -1.1612 4.9157
N 0.7963 -1.4184 3.5718
C 0.7836 -0.3070 2.6486
C 1.6169 -0.6966 1.4197
N 1.0517 -1.8710 0.7994
C 0.4867 -1.9909 -0.4264
O -0.0605 -3.0242 -0.7677
C 0.5639 -0.7919 -1.3664
C -0.6183 0.1444 -1.0911
C -0.6099 1.3236 -2.0599
C -0.6766 0.8400 -3.5095
C -0.6545 2.0144 -4.4890
N -1.9008 2.7591 -4.4886
S -1.7789 4.3225 -5.0658
O -0.4931 4.8867 -4.7670
O -2.9578 5.0143 -4.6442
C -1.8527 4.0295 -6.8033
C -0.8437 4.1372 -7.7093
C -1.2591 3.7891 -9.0123
C -2.5688 3.4235 -9.0547
S -3.3222 3.5009 -7.5098
C 0.4995 -0.0987 -3.7839
C 0.4965 -1.2762 -2.8157
C 0.9716 -2.9841 1.7264
C 0.1713 -2.5798 2.9632
C 0.9981 -1.9634 5.9193
C 1.9974 -3.0268 5.5720
H 0.7403 -2.3724 9.2931
H 1.0422 -3.6621 8.1228
H 2.2811 -2.4514 8.4384
H -0.4943 -0.5420 8.6049
H -1.4088 0.9160 6.8447
H -0.8435 0.5090 4.4959
H 1.2301 0.5639 3.1324
H -0.2364 -0.0489 2.3122
H 1.6596 0.1401 0.7270
H 2.6352 -0.9351 1.7505
H 1.5055 -0.2543 -1.2256
H -0.5812 0.5144 -0.0642
H -1.5445 -0.4222 -1.2095
H 0.3048 1.9055 -1.9197
H -1.4556 1.9779 -1.8349
H -1.6102 0.2877 -3.6596
H 0.1779 2.6894 -4.2507
H -0.5096 1.6461 -5.5104
H -2.3618 2.7732 -3.5910
H 0.1436 4.4608 -7.4368
H -0.6137 3.8115 -9.8714
H -3.1381 3.1147 -9.9088
H 0.4434 -0.4704 -4.8086
H 1.4338 0.4592 -3.6823
H -0.4098 -1.8690 -2.9448
H 1.3469 -1.9293 -3.0193
H 0.4923 -3.8158 1.2091
H 1.9872 -3.2698 2.0214
H 0.1482 -3.4005 3.6788
H -0.8662 -2.3555 2.6605
H 2.3738 -2.8697 4.5657
H 2.8344 -2.9980 6.2668
H 1.5534 -4.0211 5.6309
```

**Energy above the lowest of the compared OMol25 structures with the same formula, charge and spin**: 0.040 eV
**Lowest unoccupied orbital energy**: 0.554 eV
**Structure (SMILES)**: Cc1cccc(N2CCN(C(=O)[C@H]3CC[C@H](CNS(=O)(=O)c4cccs4)CC3)CC2)c1C
**Highest occupied orbital energy**: -8.29 eV
**Orbital gap**: 8.85 eV
**E_tot**: -2120.710371 Ha

=====

Among the records above, which one has the highest lowest unoccupied orbital energy?
C15H24O2